(1)
The following is a DFT calculation (ωB97M-V/def2-TZVPD) of one molecule with the formula C6H6O.

- energy above the lowest of the compared OMol25 structures with the same formula, charge and spin (kcal per mole) = 62.0
- lowest unoccupied orbital energy (eV) = 0.97
- SMILES string = C#CC1=CCOC1
- DFT total energy (eV) = -8363.81674
- multiplicity = 1
- Kohn-Sham gap (eV) = 9.94

Geometry (Å):
O -1.822 -0.450 -0.025
C -0.134 1.146 -0.036
C -1.611 0.938 -0.191
C 0.459 -0.024 0.205
C 2.934 -0.629 0.851
C 1.835 -0.291 0.488
C -0.602 -1.116 0.218
H -0.406 -1.875 -0.556
H 3.917 -0.923 1.152
H 0.331 2.126 -0.082
H -0.703 -1.645 1.176
H -1.980 1.229 -1.183
H -2.182 1.500 0.564

(2)
The following is a DFT calculation (ωB97M-V/def2-TZVPD) of one molecule with the formula C6H6O.

- energy above the lowest of the compared OMol25 structures with the same formula, charge and spin (kcal per mole) = 100.6
- lowest unoccupied orbital energy (eV) = 0.66
- SMILES string = C#CC[C@H](O)C#C
- DFT total energy (eV) = -8362.14281
- multiplicity = 1
- Kohn-Sham gap (eV) = 10.57

Geometry (Å):
O -1.600 -0.513 0.337
C 1.231 -2.607 -0.589
C -0.481 1.348 -0.734
C -0.532 2.488 -1.119
C -0.536 0.398 0.391
C 1.007 -1.563 -0.035
C 0.766 -0.333 0.715
H 1.595 0.372 0.579
H -0.675 1.108 1.218
H -0.619 3.535 -1.269
H 1.421 -3.536 -1.078
H -2.298 -0.124 -0.200
H 0.721 -0.574 1.782

(3)
The following is a DFT calculation (ωB97M-V/def2-TZVPD) of one molecule with the formula C6H6O.

- energy above the lowest of the compared OMol25 structures with the same formula, charge and spin (kcal per mole) = 93.4
- lowest unoccupied orbital energy (eV) = 0.87
- SMILES string = C#CC(C#C)CO
- DFT total energy (eV) = -8362.45397
- multiplicity = 1
- Kohn-Sham gap (eV) = 10.86

Geometry (Å):
O 1.989 -1.074 -0.050
C 1.349 0.041 0.511
C -1.470 -2.032 -0.328
C -1.241 2.454 0.773
C -0.743 1.411 0.439
C -0.883 -1.029 -0.015
C -0.076 0.205 -0.048
H -1.699 3.369 1.072
H 1.439 -1.848 0.143
H -1.983 -2.876 -0.733
H 0.070 0.339 -1.132
H 1.330 0.011 1.607
H 1.926 0.918 0.204

(4)
The following is a DFT calculation (ωB97M-V/def2-TZVPD) of one molecule with the formula C6H6O.

- energy above the lowest of the compared OMol25 structures with the same formula, charge and spin (kcal per mole) = 121.7
- lowest unoccupied orbital energy (eV) = 0.76
- DFT total energy (eV) = -8361.22820
- multiplicity = 1
- Kohn-Sham gap (eV) = 9.58

Geometry (Å):
O -0.033 1.358 -1.722
C -0.644 -1.267 0.128
C -1.055 1.090 -0.920
C -0.181 0.099 -0.079
C 0.843 0.323 -1.207
C 0.102 0.856 1.238
C -0.977 -2.412 0.304
H -1.283 -3.424 0.459
H 0.184 0.167 2.080
H 1.838 0.696 -0.949
H -0.724 1.548 1.441
H 1.022 1.445 1.169
H 0.908 -0.480 -1.943

(5)
The following is a DFT calculation (ωB97M-V/def2-TZVPD) of one molecule with the formula C6H6O2.

- energy above the lowest of the compared OMol25 structures with the same formula, charge and spin (kcal per mole) = 50.4
- lowest unoccupied orbital energy (eV) = 0.10
- SMILES string = C=C1O[C@@H]2C[C@@H]2C1=O
- DFT total energy (eV) = -10411.22593
- multiplicity = 1
- Kohn-Sham gap (eV) = 9.40

Geometry (Å):
O -1.580 1.874 -0.267
O 0.209 -1.288 -0.563
C 1.548 0.173 0.690
C 1.259 -0.314 -0.661
C 0.729 1.065 -0.232
C -2.118 -1.024 0.182
C -0.922 -0.541 -0.284
C -0.749 0.925 -0.209
H 2.553 0.499 1.077
H 1.368 1.910 -0.550
H -2.334 -2.147 0.336
H -2.971 -0.402 0.487
H 1.114 -0.455 1.564
H 1.894 -0.274 -1.569

(6)
The following is a DFT calculation (ωB97M-V/def2-TZVPD) of C6H6O2 as an isolated structure.

- energy above the lowest of the compared OMol25 structures with the same formula, charge and spin (kcal per mole) = 41.2
- lowest unoccupied orbital energy (eV) = 0.90
- DFT total energy (eV) = -10411.62477
- multiplicity = 1
- Kohn-Sham gap (eV) = 10.33

Geometry (Å):
O 1.005 1.764 -0.555
O 1.736 -1.117 0.030
C -0.617 -1.132 -0.798
C 0.454 -0.576 0.069
C 0.234 0.897 -0.212
C -1.640 -0.283 -0.575
C -1.152 0.737 0.396
C -0.364 -0.187 1.384
H -2.686 -0.284 -0.922
H -0.959 -1.082 1.784
H 0.218 0.300 2.130
H -0.496 -2.045 -1.409
H 2.290 -0.342 0.300
H -1.785 1.543 0.735

(7)
The following is a DFT calculation (ωB97M-V/def2-TZVPD) of one molecule with the formula C6H6O2.

- energy above the lowest of the compared OMol25 structures with the same formula, charge and spin (kcal per mole) = 68.6
- lowest unoccupied orbital energy (eV) = 0.28
- DFT total energy (eV) = -10410.43553
- multiplicity = 1
- Kohn-Sham gap (eV) = 9.06

Geometry (Å):
O -0.402 1.237 -1.354
O 0.665 2.085 1.262
C 0.108 -1.317 0.916
C 0.288 -1.019 -0.533
C 0.481 0.956 0.891
C -1.635 0.838 -1.306
C 0.173 -0.231 1.685
C 0.551 0.488 -0.583
H 1.526 0.746 -1.007
H 1.096 -1.601 -0.976
H -2.195 1.563 -1.935
H -0.063 -2.323 1.261
H -0.640 -1.241 -1.073
H 0.047 -0.180 2.751

(8)
The following is a DFT calculation (ωB97M-V/def2-TZVPD) of C6H6O2 as an isolated structure.

- energy above the lowest of the compared OMol25 structures with the same formula, charge and spin (kcal per mole) = 61.8
- lowest unoccupied orbital energy (eV) = 0.94
- DFT total energy (eV) = -10410.72920
- multiplicity = 1
- Kohn-Sham gap (eV) = 10.49

Geometry (Å):
O -1.275 -0.671 -0.742
O -1.308 -0.419 2.549
C -1.147 0.516 0.056
C 1.024 0.472 -1.184
C -0.965 -0.322 1.361
C 0.295 0.971 0.002
C 0.947 -0.436 -0.016
C -0.352 -1.227 0.166
H 0.582 0.162 -2.143
H 2.030 0.943 -1.354
H -0.309 -2.313 0.168
H 0.639 1.832 0.623
H -1.936 1.240 -0.090
H 1.774 -0.749 0.604

(9)
The following is a DFT calculation (ωB97M-V/def2-TZVPD) of C6H6O2 as an isolated structure.

- energy above the lowest of the compared OMol25 structures with the same formula, charge and spin (kcal per mole) = 83.6
- lowest unoccupied orbital energy (spin up / spin down) (eV) = -1.19 / -1.20
- DFT total energy (eV) = -10409.78321
- multiplicity = 1
- Kohn-Sham gap (spin up / spin down) (eV) = 6.98 / 6.97

Geometry (Å):
O 0.604 1.260 1.409
O 2.780 0.790 -0.543
C -1.073 -1.585 0.563
C 0.095 0.780 0.417
C -0.913 1.499 -0.444
C 0.095 -0.998 0.303
C 1.863 0.087 -0.321
C 1.364 -1.199 -0.186
H -1.418 -2.415 -0.042
H 1.827 -2.118 -0.523
H -1.365 0.847 -1.189
H -1.756 -1.205 1.308
H -0.408 2.330 -0.938
H -1.694 1.926 0.187

(10)
The following is a DFT calculation (ωB97M-V/def2-TZVPD) of C6H6O2 as an isolated structure.

- energy above the lowest of the compared OMol25 structures with the same formula, charge and spin (kcal per mole) = 156.2
- lowest unoccupied orbital energy (eV) = -0.52
- DFT total energy (eV) = -10406.63627
- multiplicity = 1
- Kohn-Sham gap (eV) = 8.55

Geometry (Å):
O -3.022 -1.188 -0.244
O -0.723 1.020 -0.525
C -2.259 -0.246 0.014
C 1.251 -1.246 -0.154
C -0.223 -1.411 0.182
C 2.456 -1.277 -0.213
C -0.896 -0.182 -0.021
C 0.549 1.603 0.141
H -0.736 -2.327 0.215
H 3.620 -1.151 -0.341
H 0.252 2.677 -0.261
H -2.710 0.812 0.416
H 1.754 1.388 -0.577
H 0.688 1.526 1.367

Number 1: F_max 0.0100 Eh/bohr. Number 2: F_max 0.0178 Eh/bohr. Number 3: F_max 0.0129 Eh/bohr. Number 4: F_max 0.0094 Eh/bohr. Number 5: F_max 0.0827 Eh/bohr. Number 6: F_max 0.0617 Eh/bohr. Number 7: F_max 0.0183 Eh/bohr. Number 8: F_max 0.0882 Eh/bohr. Number 9: F_max 0.0825 Eh/bohr. Number 10: F_max 0.1672 Eh/bohr.